2 unconnected molecules or ions with the total composition C10H14NO3P. Source: the Open Molecules 2025 dataset; level of theory: ωB97M-V/def2-TZVPD.

* net charge: -2
* HOMO-LUMO gap: 0.1985 hartree
* relative energy (zero: lowest compared OMol25 entry of this formula, charge and spin): 312.68 kJ/mol
* 2S+1: 1

Each line ends with the Löwdin charge.
Geometry (Å):
C: 1.827684 -0.522857 -2.200610  0.094
C: -1.332427 1.289516 -2.744605  0.079
C: 1.536830 0.072298 -1.227347  -0.118
C: -1.192198 0.620683 -1.716632  -0.108
C: 2.153351 0.565811 1.066633  -0.080
C: 1.050226 2.255048 -0.282520  -0.051
C: -2.480254 0.208338 0.239188  -0.068
C: -1.081907 -1.563840 -0.780138  -0.073
C: 1.065537 0.669901 0.005762  -0.702
C: -1.171558 -0.108853 -0.456012  -0.676
N: -0.126291 0.207595 0.472431  0.017
O: -1.438669 -1.742472 3.314339  -0.404
O: 1.068983 -1.278493 3.742538  -0.408
O: 0.449080 -3.189958 2.263941  -0.419
P: -0.007213 -1.976573 3.011773  0.221
H: 2.209502 -0.820044 -3.089869  -0.027
H: -1.126356 1.567112 -3.736625  -0.019
H: 2.624869 -0.434384 1.222261  0.080
H: 2.854973 1.299368 1.003491  0.004
H: 1.613033 0.665845 2.199956  0.134
H: 0.185500 2.321805 -0.811554  -0.008
H: 1.115775 2.673319 0.712677  0.055
H: 1.936277 2.533342 -0.916898  0.072
H: -3.300009 -0.154158 -0.328711  0.042
H: -2.361225 -0.185752 1.342719  0.111
H: -2.846664 1.234964 0.265597  0.061
H: -0.280816 -1.958321 -1.485638  0.086
H: -0.979273 -2.181399 0.077915  0.047
H: -1.966761 -2.067840 -1.164061  0.057

Forces on atoms 1 to 2 (eV/Å):
0.55 -0.39 -0.96
0.42 -1.81 2.22


A gas-phase ion, C10H14NS (charge +1). Source: the Open Molecules 2025 dataset; level of theory: ωB97M-V/def2-TZVPD.

* net charge: +1
* HOMO-LUMO gap: 0.3503 hartree
* relative energy (zero: lowest compared OMol25 entry of this formula, charge and spin): 163.63 kJ/mol
* 2S+1: 1
* SMILES: C=C[C@H](S)[C@H]([NH3+])c1ccccc1

Each line ends with the Löwdin charge.
Geometry (Å):
C: 3.642294 -0.529365 -0.492558  -0.053
C: 3.218560 -0.954260 0.755535  -0.051
C: 2.732353 0.016010 -1.383216  -0.057
C: 1.887764 -0.835361 1.115803  -0.023
C: 1.404723 0.153959 -1.021565  -0.047
C: 0.970537 -0.271199 0.232093  -0.244
C: -3.518412 1.197792 -0.414803  0.039
C: -3.016094 0.112428 0.166103  -0.259
C: -0.409553 -0.011501 0.706685  -0.191
C: -1.820805 -0.582747 -0.340648  -0.561
N: -0.658428 1.461082 0.815722  0.201
S: -1.912571 -2.372248 -0.124376  0.818
H: 4.681045 -0.619233 -0.767629  0.116
H: 3.927392 -1.371218 1.453166  0.116
H: 3.058325 0.343249 -2.357784  0.115
H: 1.567642 -1.167708 2.091843  0.119
H: 0.704053 0.581361 -1.725501  0.113
H: -4.413388 1.675395 -0.056783  0.079
H: -3.097979 1.599455 -1.325012  0.083
H: -3.474202 -0.320392 1.043095  0.116
H: -0.615123 -0.491825 1.660790  0.131
H: -1.549587 -0.314370 -1.353863  0.092
H: -1.688913 1.625859 0.691571  0.122
H: -0.141562 1.936914 0.063457  0.168
H: -0.341294 1.834019 1.716951  0.181
H: -1.136781 -2.696099 -1.149082  -0.124

Forces on atoms 1 to 2 (eV/Å):
-0.01 -0.02 0.07
0.05 -0.05 -0.03


A molecular structure, C10H14O5Tl. Source: the Open Molecules 2025 dataset; level of theory: ωB97M-V/def2-TZVPD.

* net charge: +3
* HOMO-LUMO gap: 0.2924 hartree
* 2S+1: 1

Each line ends with the Löwdin charge.
Geometry (Å):
Tl: -0.073934 0.044025 -0.007556  0.755
C: 1.493231 -1.277149 0.105509  0.009
O: 2.387208 -2.010502 0.178508  0.349
C: 0.600425 0.389045 -1.859032  -0.022
O: 0.986895 0.580169 -2.922013  0.379
C: 1.139274 1.487447 0.671348  -0.005
O: 1.844131 2.297692 1.082913  0.359
C: -1.209038 -1.436849 -0.678235  -0.007
O: -1.857461 -2.288704 -1.084876  0.374
C: -1.911102 1.288969 0.539888  -0.006
H: -2.699071 0.554629 0.719179  0.118
H: -1.590952 1.927244 1.365752  0.131
C: -1.547185 1.622047 -0.793396  -0.020
H: -0.931545 2.502768 -0.990510  0.131
H: -2.037289 1.132809 -1.636581  0.129
C: 1.421599 0.676913 4.067127  0.000
C: 1.448232 -0.322446 2.939602  -0.241
O: 0.172257 -0.254000 2.314370  -0.334
C: -0.907583 -1.094683 2.757898  -0.201
C: -0.674502 -2.559407 2.509718  -0.014
H: 1.313334 1.683303 3.681015  0.086
H: 2.383379 0.593244 4.570365  0.120
H: 0.637135 0.459708 4.779570  0.102
H: 2.257873 -0.125541 2.259054  0.107
H: 1.567686 -1.359851 3.284844  0.146
H: -0.961079 -0.834419 3.810201  0.149
H: -1.827236 -0.744514 2.290539  0.112
H: 0.203616 -2.950890 3.020015  0.106
H: -1.544352 -3.074902 2.928339  0.129
H: -0.618406 -2.811064 1.452635  0.059

Forces on atoms 1 to 2 (eV/Å):
-3.71 0.94 5.05
9.49 -8.12 1.14


2 unconnected molecules or ions with the total composition C10H14OSi. Source: the Open Molecules 2025 dataset; level of theory: ωB97M-V/def2-TZVPD.

* net charge: 0
* HOMO-LUMO gap (alpha / beta): 0.2337 / 0.2337 hartree
* relative energy (zero: lowest compared OMol25 entry of this formula, charge and spin): 415.59 kJ/mol
* 2S+1: 1

Each line ends with the Löwdin charge.
Geometry (Å):
C: 2.719395 1.415387 0.196163  -0.014
C: 2.752468 0.534553 1.235926  -0.073
C: 2.253938 1.030462 -1.110093  -0.064
C: 2.051894 -0.593533 1.108619  -0.033
C: 1.632511 -0.116208 -1.223421  -0.025
C: 1.517313 -1.002486 -0.064808  -0.217
C: 0.239306 -3.289969 -0.374627  0.084
C: 0.736056 -2.141000 -0.230159  0.052
C: -3.780697 0.359564 0.363443  -0.263
C: -1.034847 1.707422 0.218677  -0.202
O: -1.318030 -1.151096 0.241508  -0.338
Si: -1.994275 0.066550 -0.287319  0.206
H: 3.091583 2.412189 0.301952  0.109
H: 3.356885 0.847188 2.088649  0.127
H: 2.149186 1.654118 -1.956255  0.109
H: 1.931600 -1.282431 1.944111  0.143
H: 1.302740 -0.567304 -2.153735  0.134
H: -0.893810 -3.447139 -0.442303  0.133
H: 0.749810 -4.166456 -0.739421  0.090
H: -4.370875 1.170862 -0.172656  0.023
H: -4.551451 -0.544366 0.343819  0.049
H: -3.580690 0.712008 1.393017  -0.002
H: -0.315162 1.617677 1.043935  0.003
H: -0.484859 1.887973 -0.688518  -0.029
H: -1.722101 2.534685 0.600119  0.039
H: -2.437895 0.351341 -1.636617  -0.038

Forces on atoms 1 to 2 (eV/Å):
0.07 0.41 -2.50
1.44 2.63 0.40


C10H14Si in the gas phase. Source: the Open Molecules 2025 dataset; level of theory: ωB97M-V/def2-TZVPD.

* net charge: 0
* HOMO-LUMO gap: 0.3542 hartree
* relative energy (zero: lowest compared OMol25 entry of this formula, charge and spin): 0.79 kJ/mol
* 2S+1: 1
* SMILES: C[Si]1(C)Cc2ccccc2C1

Each line ends with the Löwdin charge.
Geometry (Å):
C: 3.366009 -0.320363 0.488177  -0.092
C: 3.088981 -1.288863 -0.451975  -0.089
C: 2.311161 0.289100 1.123660  -0.055
C: 1.776785 -1.645154 -0.740615  -0.043
C: 0.994378 -0.014419 0.841529  -0.237
C: 0.726061 -0.996219 -0.125055  -0.259
C: -1.423713 1.779107 -1.416649  -0.155
C: -3.236945 0.089117 0.524343  -0.179
C: -0.192635 0.820949 1.245666  -0.185
C: -0.709681 -1.208833 -0.521450  -0.179
Si: -1.481886 0.456577 -0.045919  0.599
H: 4.363667 0.005745 0.716591  0.099
H: 3.895997 -1.797540 -0.940989  0.094
H: 2.491933 1.064592 1.835598  0.105
H: 1.566013 -2.414322 -1.461831  0.107
H: -0.861645 1.367237 -2.251876  0.027
H: -0.946233 2.698949 -1.108803  0.020
H: -2.425418 2.041586 -1.737641  0.018
H: -3.429405 0.732751 1.375951  0.017
H: -4.044945 0.252595 -0.208782  0.035
H: -3.287137 -0.937714 0.892605  0.024
H: -0.552246 0.522002 2.225149  0.084
H: 0.018829 1.884708 1.253779  0.078
H: -0.859688 -1.383233 -1.589972  0.083
H: -1.148237 -1.998354 0.078505  0.081

Forces on atoms 1 to 2 (eV/Å):
-0.21 -0.04 -0.01
-0.01 -0.49 -0.08


2 unconnected molecules or ions with the total composition C10H15B. Source: the Open Molecules 2025 dataset; level of theory: ωB97M-V/def2-TZVPD.

* net charge: 0
* HOMO-LUMO gap: 0.3377 hartree
* relative energy (zero: lowest compared OMol25 entry of this formula, charge and spin): 68.73 kJ/mol
* 2S+1: 1

Each line ends with the Löwdin charge.
Geometry (Å):
B: -0.006513 0.763104 0.307201  -0.042
C: -3.445121 -1.091487 2.370492  -0.099
C: -2.616307 -0.245133 2.933151  -0.134
C: -3.101606 -1.416824 1.043919  -0.048
C: -1.610704 0.463616 2.288506  -0.042
C: -2.007509 -0.868779 0.306971  -0.023
C: -1.214532 0.063359 0.974320  -0.168
C: 2.338732 0.311354 -0.162624  -0.057
C: 0.601487 -0.753788 -1.834521  -0.059
C: 0.972651 1.762160 -1.754009  -0.122
C: 0.996715 0.475700 -0.940314  -0.566
H: 0.153373 2.324903 0.806594  0.147
H: -4.343150 -1.500096 2.753353  0.102
H: -2.931285 0.070205 3.990661  0.135
H: -3.659269 -2.210739 0.618676  0.084
H: -0.907790 0.976315 2.912424  0.097
H: -1.774589 -1.326400 -0.613037  0.081
H: 3.192128 0.389340 -0.803228  0.074
H: 2.378465 -0.523487 0.445996  0.055
H: 2.452713 1.289499 0.402776  0.094
H: 1.294178 -0.846479 -2.691479  0.087
H: -0.305473 -0.385917 -2.301855  0.067
H: 0.418687 -1.673647 -1.318264  0.067
H: 1.728952 1.827912 -2.647376  0.116
H: -0.049127 1.956002 -2.244873  0.103
H: 1.104376 2.613639 -1.040163  0.051

Forces on atoms 1 to 2 (eV/Å):
0.23 3.37 -0.19
-0.29 -1.79 -4.39


A molecular structure, C10H15BaN5O4P. Source: the Open Molecules 2025 dataset; level of theory: ωB97M-V/def2-TZVPD.

* net charge: -1
* HOMO-LUMO gap: 0.0777 hartree
* 2S+1: 1

Each line ends with the Löwdin charge.
Geometry (Å):
Ba: 11.840981 8.217824 9.955235  1.848
P: 12.479801 5.394850 9.081885  0.013
O: 12.919244 6.637764 8.358280  -0.606
O: 13.522874 4.543122 9.714797  -0.353
O: 11.704173 4.438684 7.888813  -0.230
O: 11.390729 5.890395 10.069458  -0.684
C: 12.959208 6.194221 5.357822  -0.108
C: 11.536570 6.517410 5.068564  -0.308
N: 10.516686 6.939356 4.779237  0.102
H: 13.190959 5.225259 5.035917  0.050
H: 13.079735 6.250849 6.435807  0.011
H: 13.412869 7.015159 4.703325  0.052
C: 8.952519 4.385215 9.131586  -0.058
C: 8.944968 5.825121 9.039292  -0.298
N: 8.915705 6.955665 8.929287  0.116
H: 8.586734 4.061825 10.084141  0.082
H: 9.870602 3.964442 8.881518  0.025
H: 8.295112 4.007628 8.342298  0.095
C: 14.256171 4.887573 12.242353  -0.092
C: 13.997130 6.283745 12.134624  -0.293
N: 13.631707 7.371373 12.061670  0.048
H: 13.241963 4.307658 12.107602  0.136
H: 14.807592 4.570283 13.171549  0.098
H: 14.817276 4.705408 11.353758  0.050
C: 13.980780 11.008837 9.475594  0.079
C: 12.802446 10.875848 9.966057  -0.669
N: 11.693813 10.764352 10.473614  -0.103
H: 12.050347 3.520485 8.098821  0.078
H: 13.867340 8.764888 5.909444  0.109
H: 13.052894 15.660510 9.052658  -0.190
C: 7.727478 12.432901 8.010143  -0.063
C: 6.637422 13.219783 8.502840  -0.278
N: 5.813130 13.860232 9.016652  0.116
H: 7.591834 12.291937 6.966454  0.078
H: 7.752105 11.469377 8.473404  0.084
H: 8.653797 12.810177 8.270410  0.063

Forces on atoms 1 to 2 (eV/Å):
-0.25 -0.67 -0.43
-1.25 -1.12 0.13


A molecular structure, C10H15Br2N3. Source: the Open Molecules 2025 dataset; level of theory: ωB97M-V/def2-TZVPD.

* net charge: 0
* HOMO-LUMO gap: 0.2018 hartree
* relative energy (zero: lowest compared OMol25 entry of this formula, charge and spin): 552.70 kJ/mol
* 2S+1: 1

Each line ends with the Löwdin charge.
Geometry (Å):
C: 5.060953 -2.095655 1.431033  0.050
C: 4.633953 -1.563719 0.313629  -0.116
C: 4.153573 -0.662308 -0.955742  -0.179
C: 3.320912 0.636245 -0.433842  -0.198
C: 1.935840 0.820834 -1.245622  -0.114
C: 0.612762 0.808069 -0.330757  -0.122
N: -0.779863 0.549902 -0.736372  0.180
N: -1.470986 0.710771 0.422678  -0.115
C: -2.924647 0.574614 0.758405  -0.219
C: -3.915277 0.494675 -0.511363  -0.243
C: -4.223462 -1.103563 -0.767645  -0.769
Br: -5.655411 -1.312558 -2.188678  0.440
C: -0.661654 1.047749 1.588975  0.061
N: 0.712654 1.117228 1.096852  0.119
H: 5.548689 -2.294519 2.456911  0.054
H: 5.086169 -0.399128 -1.570494  0.117
H: 3.403530 -1.335197 -1.531553  0.110
H: 3.212278 0.553576 0.705047  0.093
H: 3.985366 1.566416 -0.646044  0.122
H: 1.994582 1.866338 -1.757126  0.129
H: 1.857447 0.063322 -2.116478  0.127
H: -3.247899 1.422636 1.485023  0.137
H: -3.054171 -0.421454 1.356958  -0.062
H: -4.936373 0.929769 -0.152222  0.114
H: -3.544899 1.035622 -1.452854  0.102
H: -3.241793 -1.567290 -1.140190  0.040
H: -4.597033 -1.644915 0.218744  -0.197
H: -1.031582 1.224220 2.661357  0.171
H: 1.511083 1.368516 1.696903  0.152
Br: -3.518914 -2.480237 1.404388  0.017

Forces on atoms 1 to 2 (eV/Å):
-1.64 3.47 -5.05
2.07 -1.25 4.87


Number 1: energy -27513.8656 eV. Number 2: energy -22914.8965 eV. Number 3: energy -25484.5618 eV. Number 4: energy -20517.8491 eV. Number 5: energy -18475.6026 eV. Number 6: energy -11286.8438 eV. Number 7: energy -36228.2978 eV. Number 8: energy -155159.7939 eV.